The following is a quantum chemistry calculation of C37H27Cl3N3O2ReS2Si as an isolated structure in a non-equilibrium geometry, from OMol25.

- HOMO level (alpha / beta) (eV) = -2.7 / -2.6
- total energy (hartree) = -4284.7783
- energy above the lowest of the compared OMol25 structures with the same formula, charge and spin (kcal per mole) = 735.2
- F_max (eV Å⁻¹) = 8.86
- spin multiplicity = 4
- net charge = -1

Geometry (Å):
Re: -0.563 -0.278 -0.191
O: -0.641 2.617 1.094
C: -1.026 1.556 2.082
C: -2.539 1.456 1.904
C: -3.049 1.492 0.483
C: -4.130 2.300 0.199
C: -4.643 2.356 -1.087
C: -4.031 1.614 -2.067
C: -2.908 0.846 -1.768
C: -2.273 0.154 -2.966
C: -0.908 -0.550 -2.823
O: -0.102 0.267 -2.037
C: -0.314 -0.704 -4.214
C: 0.848 -0.026 -4.553
C: 1.410 -0.191 -5.814
C: 0.817 -1.033 -6.741
C: -0.344 -1.719 -6.401
C: -0.902 -1.558 -5.144
C: -0.992 -2.043 -2.124
C: -2.259 -2.685 -1.738
C: -2.317 -3.973 -1.390
C: -1.099 -4.836 -1.204
C: 0.235 -4.046 -1.320
C: 0.154 -2.725 -1.999
N: -2.428 0.767 -0.517
C: 0.844 1.642 3.503
C: -0.601 0.144 4.312
C: -0.530 -0.368 5.589
C: 0.571 0.301 6.210
C: 1.494 1.460 5.727
C: 1.638 2.185 4.499
C: -0.979 3.890 1.405
C: -1.172 4.328 2.715
C: -1.536 5.645 2.958
C: -1.720 6.538 1.911
C: -1.524 6.099 0.607
C: -1.156 4.788 0.352
H: -2.998 2.246 2.503
H: -2.842 0.512 2.373
H: -4.559 2.884 1.001
H: -5.496 2.981 -1.316
H: -4.397 1.624 -3.085
H: -2.107 0.949 -3.696
H: -3.011 -0.529 -3.396
H: 1.303 0.614 -3.810
H: 2.318 0.342 -6.071
H: 1.255 -1.162 -7.722
H: -0.811 -2.382 -7.118
H: -1.793 -2.116 -4.873
H: -3.176 -2.107 -1.780
H: -3.268 -4.438 -1.154
H: -1.189 -5.788 -1.733
H: 1.054 -4.645 -1.721
H: 1.070 -2.294 -2.384
H: -0.979 -0.058 2.525
H: -1.094 -1.185 6.005
H: 0.823 -0.007 7.222
H: 2.153 1.782 6.531
H: 2.305 3.024 4.386
H: -1.039 3.636 3.538
H: -1.673 5.969 3.983
H: -2.011 7.562 2.106
H: -1.671 6.782 -0.221
H: -1.005 4.426 -0.659
S: 1.835 -1.389 0.152
C: 1.572 -2.599 1.510
S: 1.919 -1.864 3.098
C: 0.913 -3.770 1.388
C: 0.600 -4.521 2.574
N: 0.331 -5.125 3.514
C: 0.190 -4.229 0.196
N: -0.836 -5.005 0.253
Cl: -0.183 0.707 2.996
Si: 0.901 -0.394 1.912
Cl: 2.574 1.286 1.661
Cl: -1.320 -1.677 1.713

Mulliken population analysis, charges in e, atoms 1 to 6:
1 Re 0.452
2 O -0.002
3 C 0.601
4 C -1.905
5 C 1.117
6 C -0.771